No. 1
C4H7IS2 | ωB97M-V with the def2-TZVPD basis set

Computed properties:
* HOMO energy (spin up / spin down): -7.12 / -7.14 eV
* HOMO-LUMO gap (spin up / spin down): 4.76 / 4.78 eV
* LUMO level (spin up / spin down): -0.0866 / -0.0864 hartree
* relative energy (zero: lowest compared OMol25 entry of this formula, charge and spin): 58.8 kJ/mol

Structure (XYZ):
```
14
Properties=species:S:1:pos:R:3:lowdin_charge:R:1
C 1.447 -1.931 -1.135 -0.75
C 0.411 -0.787 -1.111 -0.59
C -0.724 1.131 0.450 -1.01
C -1.284 1.574 1.759 -0.28
S 0.910 -3.261 -0.014 0.36
S 0.066 -0.451 0.647 0.92
I -1.706 1.725 -1.283 0.96
H 1.566 -2.496 -2.038 0.03
H 2.489 -1.663 -0.844 0.06
H 0.793 -0.036 -1.722 0.04
H -0.377 -1.176 -1.577 0.01
H -2.119 1.081 2.107 0.04
H -1.458 2.676 1.708 0.08
H -0.476 1.464 2.653 0.13
```

No. 2
C28H47BrNP3Pd | ωB97M-V with the def2-TZVPD basis set

Computed properties:
* HOMO energy: -7.15 eV
* HOMO-LUMO gap: 6.33 eV
* LUMO level: -0.0302 hartree

Structure (XYZ):
```
81
Properties=species:S:1:pos:R:3:lowdin_charge:R:1
C -0.715 0.277 -7.356 -0.03
C -1.711 0.594 -6.402 -0.21
C -2.974 0.925 -6.949 -0.02
C -3.165 0.897 -8.367 -0.15
N -2.210 0.539 -9.212 0.03
C -0.984 0.272 -8.723 -0.14
C -1.458 0.599 -4.945 0.07
C -0.871 0.721 -3.861 0.01
C 0.117 1.057 -2.911 -0.27
C 0.719 -0.129 -2.322 -0.19
C 1.871 0.039 -1.434 -0.23
C 2.326 1.279 -0.996 -0.37
C 1.750 2.384 -1.649 -0.18
C 0.643 2.292 -2.501 -0.04
Pd -0.738 -0.339 -0.791 0.29
P 0.015 -1.782 1.682 0.96
H -3.842 1.189 -6.350 0.10
H 0.283 0.004 -7.061 0.10
H -4.156 1.170 -8.827 0.12
H -0.238 0.041 -9.488 0.11
H 0.191 3.190 -2.914 0.12
H 0.701 -1.090 -2.898 0.12
H 2.125 3.439 -1.579 0.10
H 2.533 -0.843 -1.609 0.08
C 0.120 -1.637 3.586 -0.41
C -0.724 -2.572 4.454 -0.14
H -0.106 -0.585 3.835 0.04
H 1.190 -1.782 3.824 0.06
H -0.291 -2.565 5.460 0.07
H -1.763 -2.216 4.548 0.07
H -0.713 -3.613 4.110 0.05
C -1.609 -2.443 1.348 -0.47
C -1.669 -3.224 0.038 -0.17
H -2.274 -1.554 1.235 0.05
H -1.883 -3.056 2.195 0.06
H -2.686 -3.146 -0.365 0.07
H -0.996 -2.829 -0.746 0.05
H -1.479 -4.293 0.174 0.06
C 1.151 -3.312 1.652 -0.41
C 0.640 -4.718 2.033 -0.14
H 2.034 -3.058 2.281 0.07
H 1.471 -3.354 0.591 0.05
H 1.240 -5.440 1.458 0.07
H 0.788 -4.966 3.101 0.07
H -0.417 -4.869 1.767 0.05
Br 2.815 2.668 1.038 0.33
P -1.903 2.316 2.370 0.94
C -2.341 0.626 2.895 -0.46
C -3.335 0.520 4.063 -0.16
H -1.416 0.075 3.126 0.01
H -2.804 0.185 1.994 0.06
H -3.589 -0.535 4.228 0.06
H -2.937 0.919 5.007 0.07
H -4.266 1.049 3.834 0.06
C -0.330 2.835 3.120 -0.46
C -0.321 4.372 3.272 -0.18
H 0.467 2.550 2.413 -0.02
H -0.163 2.338 4.092 0.08
H 0.653 4.712 3.642 0.06
H -0.479 4.849 2.297 0.06
H -1.092 4.760 3.953 0.06
C -1.501 2.321 0.585 -0.44
C -2.734 2.798 -0.195 -0.19
H -1.193 1.272 0.250 0.02
H -0.646 3.006 0.427 0.08
H -2.478 2.945 -1.255 0.06
H -3.541 2.050 -0.148 0.06
H -3.135 3.749 0.199 0.06
C 3.886 -1.704 0.109 -0.22
P 3.490 0.065 0.438 0.82
C 3.473 0.155 2.263 -0.28
C 5.025 0.750 -0.233 -0.26
H 3.169 -2.324 0.642 0.00
H 4.867 -1.915 0.506 0.05
H 3.911 -2.078 -0.916 0.06
H 4.437 -0.056 2.679 0.05
H 3.186 1.144 2.610 -0.07
H 2.710 -0.501 2.672 0.01
H 5.726 -0.085 -0.280 0.04
H 4.790 1.119 -1.239 0.06
H 5.363 1.556 0.425 0.03
```

No. 3
ClH36O22 | ωB97M-V with the def2-TZVPD basis set

Computed properties:
* HOMO energy: -7.98 eV
* HOMO-LUMO gap: 10.17 eV
* LUMO level: 0.0805 hartree
* total charge: -1
* relative energy (zero: lowest compared OMol25 entry of this formula, charge and spin): 52.8 kJ/mol

Structure (XYZ):
```
59
Properties=species:S:1:pos:R:3:lowdin_charge:R:1
Cl -5.363 -3.561 -2.410 0.89
O -4.528 -2.337 -2.151 -0.38
O -4.579 -4.777 -2.071 -0.30
O -6.608 -3.581 -1.575 -0.35
O -5.739 -3.527 -3.863 -0.32
O -7.735 -1.748 -5.970 -0.05
H -7.638 -2.603 -6.468 0.06
H -7.961 -1.983 -5.095 -0.03
O -1.848 -5.387 -1.010 -0.03
H -0.921 -5.372 -0.869 0.04
H -2.177 -4.557 -0.708 -0.03
O -6.457 -0.442 -2.249 -0.04
H -6.499 0.015 -3.074 0.03
H -5.686 -1.034 -2.192 -0.02
O -8.514 -2.749 -3.487 -0.04
H -7.688 -2.920 -3.042 -0.02
H -9.173 -3.408 -3.247 0.07
O -5.193 -2.146 -6.603 -0.05
H -5.949 -1.797 -6.168 -0.03
H -4.458 -1.681 -6.195 0.01
O -7.708 -1.890 0.125 -0.04
H -8.352 -1.482 -0.427 0.03
H -7.327 -2.545 -0.465 -0.03
O -2.036 -2.775 -2.674 -0.06
H -1.590 -2.558 -1.868 0.02
H -2.966 -2.948 -2.410 -0.02
O -4.778 -4.919 -6.090 -0.06
H -4.602 -4.729 -5.138 0.02
H -5.099 -4.172 -6.530 -0.04
O -6.314 -6.368 -0.519 -0.07
H -6.118 -6.047 -1.425 0.01
H -7.187 -6.787 -0.684 0.08
O -7.764 -4.914 1.211 -0.10
H -8.584 -4.645 0.729 0.05
H -7.255 -5.408 0.536 -0.03
O -5.068 -1.045 0.296 -0.05
H -4.971 -1.966 0.539 0.02
H -5.993 -1.147 0.059 -0.01
O -3.526 -7.484 -0.920 -0.04
H -4.423 -7.247 -0.962 -0.05
H -3.090 -6.645 -0.885 -0.04
O -3.252 -1.123 -4.754 -0.02
H -2.992 -2.021 -4.477 0.04
H -2.431 -0.852 -5.039 0.01
O -4.277 -6.784 -4.030 -0.05
H -5.047 -6.786 -4.638 0.04
H -4.619 -7.301 -3.308 0.00
O -3.070 -3.290 0.243 -0.06
H -3.835 -3.802 0.608 0.09
H -3.364 -2.638 -0.411 -0.01
O -7.689 -6.149 -3.212 -0.03
H -7.347 -5.950 -4.108 0.03
H -7.399 -7.017 -3.182 0.00
O -2.531 -0.533 -1.074 -0.05
H -3.436 -0.209 -0.921 0.03
H -2.468 -0.516 -2.021 0.01
O -7.659 -4.733 -5.770 -0.05
H -8.579 -4.404 -5.835 0.07
H -7.195 -4.034 -5.343 -0.04
```

No. 4
C32H80BaF3LiN6O11S | ωB97M-V with the def2-TZVPD basis set

Computed properties:
* HOMO energy: -11.66 eV
* HOMO-LUMO gap: 5.24 eV
* LUMO level: -0.2357 hartree
* total charge: +2
* relative energy (zero: lowest compared OMol25 entry of this formula, charge and spin): 363.5 kJ/mol

Structure (XYZ):
```
135
Properties=species:S:1:pos:R:3:lowdin_charge:R:1
Li -0.759 -4.657 -1.287 0.80
Ba 4.130 -0.787 -2.214 1.94
C -0.140 -0.439 1.198 -0.55
F 0.066 0.901 1.092 0.11
F 0.700 -0.893 2.110 0.13
F -1.435 -0.762 1.527 0.13
S 0.433 -1.275 -0.505 0.51
O 1.838 -0.934 -0.779 -0.55
O 0.167 -2.716 -0.321 -0.38
O -0.427 -0.685 -1.485 -0.31
C -1.110 3.937 6.808 -0.04
C -0.120 2.674 7.084 -0.36
C 0.207 2.015 5.717 -0.24
O 1.382 2.389 5.099 -0.20
C 1.898 1.572 4.049 -0.08
N 1.161 3.006 7.731 0.04
H -1.942 3.411 6.339 0.06
H -0.609 4.461 5.995 0.07
H -1.392 4.508 7.693 0.07
H -0.725 1.911 7.572 0.12
H -0.557 2.157 4.953 0.12
H 0.256 0.934 5.852 0.12
H 2.881 1.884 3.696 0.08
H 1.118 1.266 3.353 0.06
H 2.266 0.653 4.505 0.08
H 1.425 2.414 8.505 0.07
H 1.931 2.905 7.085 0.05
C 5.651 -0.699 4.836 -0.06
C 6.414 -1.924 4.345 -0.41
C 5.641 -2.601 3.204 -0.17
O 4.199 -2.475 3.289 -0.21
C 3.513 -2.656 2.002 -0.07
N 7.734 -1.506 3.881 0.03
H 4.567 -0.801 4.891 0.07
H 5.955 0.134 4.203 0.07
H 5.985 -0.413 5.834 0.09
H 6.565 -2.654 5.141 0.14
H 5.928 -3.641 3.047 0.13
H 5.814 -2.080 2.262 0.10
H 2.467 -2.914 2.168 0.09
H 3.947 -3.600 1.673 0.08
H 3.753 -1.891 1.263 0.05
H 7.860 -1.515 2.879 0.06
H 7.893 -0.580 4.250 0.07
C 3.537 3.433 0.653 -0.03
C 3.514 2.325 -0.400 -0.41
C 3.623 2.938 -1.843 -0.13
O 3.690 1.843 -2.764 -0.42
C 3.612 2.227 -4.148 -0.09
N 4.533 1.259 -0.188 -0.05
H 3.332 3.031 1.645 0.07
H 2.688 4.096 0.487 0.10
H 4.530 3.882 0.614 0.10
H 2.538 1.870 -0.230 0.12
H 4.581 3.456 -1.812 0.14
H 2.713 3.474 -2.112 0.14
H 4.391 2.915 -4.477 0.10
H 2.691 2.775 -4.344 0.11
H 3.892 1.464 -4.875 0.08
H 5.466 1.505 -0.484 0.07
H 4.705 1.196 0.806 0.09
C -3.688 -1.142 4.312 -0.02
C -3.176 -2.627 4.699 -0.36
C -4.231 -3.688 4.841 -0.19
O -4.782 -3.539 6.165 -0.17
C -4.723 -4.725 6.821 -0.16
N -2.028 -3.046 3.824 0.01
H -4.642 -1.064 3.791 0.07
H -3.013 -0.438 3.827 0.04
H -3.714 -0.585 5.249 0.07
H -2.646 -2.603 5.651 0.13
H -3.794 -4.632 4.515 0.12
H -5.092 -3.404 4.236 0.12
H -5.284 -5.565 6.412 0.09
H -4.986 -4.663 7.877 0.09
H -3.656 -4.950 6.827 0.09
H -1.361 -3.687 4.229 0.06
H -1.521 -2.205 3.586 0.02
C -2.141 -2.544 -4.292 -0.03
C -1.808 -4.008 -4.014 -0.39
C -1.758 -4.740 -5.333 -0.21
O -0.683 -4.243 -6.176 -0.21
C -0.788 -4.708 -7.575 -0.04
N -0.528 -4.054 -3.217 -0.02
H -1.371 -2.114 -4.933 0.07
H -2.272 -2.148 -3.285 0.09
H -3.082 -2.491 -4.839 0.10
H -2.530 -4.535 -3.391 0.13
H -2.753 -4.561 -5.742 0.13
H -1.728 -5.828 -5.269 0.13
H -1.836 -4.939 -7.766 0.09
H -0.213 -5.632 -7.625 0.09
H -0.380 -3.999 -8.295 0.09
H 0.126 -4.735 -3.575 0.08
H -0.043 -3.205 -3.471 0.06
C 0.625 0.293 -4.857 -0.17
C 1.355 -0.049 -6.229 -0.26
O 1.142 -1.335 -6.552 -0.02
O 1.520 -0.061 -3.768 -0.17
H -0.325 -0.241 -4.828 0.09
H 0.265 1.316 -4.973 0.10
H 2.405 0.198 -6.071 0.09
H 1.037 0.633 -7.017 0.13
H 1.379 -1.852 -5.779 0.08
H 0.959 -0.127 -2.992 0.02
C -3.489 3.619 -5.256 -0.04
C -3.079 2.785 -4.053 -0.50
C -1.703 3.510 -3.544 -0.11
C -1.272 3.028 -2.207 -0.24
C -2.301 3.162 -1.138 -0.15
C -3.646 2.635 -1.607 -0.45
N -3.974 3.014 -3.010 -0.08
O -5.328 2.559 -3.280 0.00
C -3.708 1.105 -1.405 -0.03
C -4.674 3.344 -0.586 -0.02
C -2.723 1.376 -4.512 -0.03
H -2.675 4.099 -5.798 0.08
H -4.088 4.487 -4.979 0.09
H -4.134 3.093 -5.959 0.09
H -0.819 3.172 -4.085 0.09
H -1.664 4.599 -3.524 0.13
H -0.427 3.639 -1.889 0.11
H -0.784 2.054 -2.248 0.09
H -2.406 4.218 -0.890 0.13
H -2.022 2.539 -0.288 0.12
H -4.388 0.578 -2.074 0.08
H -2.811 0.563 -1.705 0.05
H -4.009 0.833 -0.393 0.09
H -4.403 3.244 0.465 0.08
H -4.813 4.424 -0.555 0.08
H -5.605 2.818 -0.799 0.07
H -3.577 0.702 -4.452 0.09
H -2.134 0.805 -3.794 0.05
H -2.221 1.282 -5.476 0.09
H -5.929 3.264 -3.028 0.10
```

No. 5
C5H10O2 | ωB97M-V with the def2-TZVPD basis set

Computed properties:
* HOMO energy: -9.87 eV
* HOMO-LUMO gap: 10.82 eV
* LUMO level: 0.0349 hartree
* relative energy (zero: lowest compared OMol25 entry of this formula, charge and spin): 188.8 kJ/mol

Structure (XYZ):
```
17
Properties=species:S:1:pos:R:3:lowdin_charge:R:1
O 2.917 -0.499 0.185 -0.06
C 1.614 -0.960 0.433 -0.24
C 0.635 -0.337 -0.557 -0.37
C -0.839 -0.742 -0.277 -0.14
C -1.629 0.285 0.497 -0.18
C -2.033 1.436 -0.041 0.00
O 0.853 1.066 -0.583 -0.05
H 2.810 0.447 -0.003 0.08
H 1.291 -0.731 1.466 0.13
H 1.618 -2.050 0.316 0.13
H 0.913 -0.677 -1.559 0.15
H -0.840 -1.697 0.263 0.11
H -1.341 -0.923 -1.232 0.12
H 0.296 1.460 0.107 0.08
H -1.861 0.072 1.540 0.10
H -2.591 2.176 0.524 0.06
H -1.813 1.673 -1.081 0.08
```

No. 6
C43H73HfO5P2Si | ωB97M-V with the def2-TZVPD basis set

Computed properties:
* HOMO energy: -15.95 eV
* HOMO-LUMO gap: 7.33 eV
* LUMO level: -0.3167 hartree
* total charge: +3
* relative energy (zero: lowest compared OMol25 entry of this formula, charge and spin): 26.5 kJ/mol

Structure (XYZ):
```
125
Properties=species:S:1:pos:R:3:lowdin_charge:R:1
Hf 1.191 -1.099 -0.481 1.60
C 4.282 0.729 1.171 -0.20
Si 2.564 0.988 0.461 0.54
C 1.603 1.801 1.840 -0.32
C 2.108 3.052 2.214 -0.08
C 1.497 3.828 3.182 -0.03
C 0.348 3.354 3.792 -0.03
C -0.168 2.119 3.436 -0.08
C 0.453 1.317 2.469 -0.39
P -0.332 -0.281 1.989 1.09
C -2.143 0.079 2.242 -0.40
C -3.098 -0.756 1.366 -0.22
C -4.533 -0.792 1.914 -0.17
C -4.883 0.557 2.532 -0.17
C -3.987 0.816 3.755 -0.15
C -2.676 0.020 3.683 -0.21
C 0.381 -1.497 3.217 -0.41
C 0.374 -1.202 4.743 -0.15
C -0.627 -1.967 5.623 -0.18
C -0.825 -3.417 5.196 -0.18
C -1.169 -3.500 3.712 -0.18
C 0.002 -2.964 2.899 -0.22
C 2.681 2.147 -1.011 -0.31
C 3.799 2.987 -1.078 -0.08
C 3.891 4.007 -2.014 -0.03
C 2.840 4.226 -2.888 -0.03
C 1.731 3.394 -2.852 -0.09
C 1.648 2.333 -1.947 -0.38
P 0.128 1.294 -2.017 1.08
C -1.146 2.533 -1.499 -0.43
C -2.602 2.063 -1.612 -0.19
C -3.557 3.272 -1.534 -0.16
C -2.965 4.420 -0.706 -0.18
C -2.126 3.867 0.440 -0.17
C -0.915 3.067 -0.085 -0.19
C -0.194 1.187 -3.883 -0.36
C 1.085 1.165 -4.780 -0.19
C 0.986 0.197 -5.956 -0.17
C 0.666 -1.233 -5.525 -0.17
C -0.471 -1.277 -4.476 -0.19
C -1.163 0.076 -4.328 -0.19
H 4.628 1.669 1.610 0.05
H 4.273 0.006 1.991 0.04
H 5.022 0.430 0.429 0.04
H 2.991 3.446 1.720 0.11
H 1.904 4.796 3.446 0.12
H -0.157 3.945 4.546 0.13
H -1.075 1.807 3.922 0.08
H -2.184 1.122 1.908 0.09
H -3.128 -0.303 0.377 0.06
H -2.717 -1.779 1.263 0.10
H -5.218 -1.043 1.103 0.12
H -4.640 -1.581 2.662 0.12
H -4.748 1.342 1.780 0.11
H -5.933 0.589 2.819 0.12
H -3.760 1.881 3.841 0.12
H -4.507 0.535 4.671 0.13
H -1.984 0.401 4.427 0.09
H -2.858 -1.018 3.943 0.09
H 1.426 -1.334 2.930 0.06
H 1.376 -1.470 5.090 0.13
H 0.292 -0.128 4.916 0.10
H -0.250 -1.931 6.645 0.13
H -1.591 -1.468 5.645 0.09
H 0.090 -3.990 5.377 0.12
H -1.607 -3.879 5.799 0.13
H -1.378 -4.529 3.417 0.12
H -2.073 -2.924 3.500 0.10
H 0.864 -3.597 3.148 0.12
H -0.193 -3.091 1.825 0.07
H 4.612 2.862 -0.373 0.10
H 4.769 4.638 -2.046 0.12
H 2.879 5.039 -3.600 0.13
H 0.921 3.596 -3.539 0.11
H -0.988 3.340 -2.224 0.12
H -2.798 1.515 -2.535 0.10
H -2.801 1.381 -0.777 0.09
H -3.790 3.619 -2.542 0.12
H -4.501 2.947 -1.093 0.12
H -2.341 5.064 -1.333 0.12
H -3.765 5.055 -0.327 0.12
H -1.773 4.670 1.087 0.12
H -2.758 3.224 1.064 0.10
H -0.013 3.682 -0.061 0.12
H -0.736 2.222 0.577 0.06
H -0.716 2.133 -4.046 0.11
H 1.261 2.163 -5.175 0.12
H 1.988 0.955 -4.198 0.09
H 0.221 0.545 -6.651 0.13
H 1.924 0.223 -6.511 0.13
H 0.375 -1.810 -6.401 0.13
H 1.572 -1.733 -5.150 0.10
H -1.199 -2.041 -4.757 0.13
H -0.104 -1.591 -3.490 0.07
H -1.586 0.368 -5.290 0.14
H -2.009 0.009 -3.651 0.08
C -2.108 -1.553 -1.448 -0.05
O -0.814 -2.150 -1.150 -0.35
C -1.012 -3.581 -1.251 -0.12
C 0.318 -4.311 -1.274 -0.12
O 1.365 -3.355 -1.501 -0.27
C 2.593 -4.055 -1.841 -0.11
C 3.648 -3.026 -2.128 -0.15
O 3.627 -2.080 -1.052 -0.31
C 4.750 -2.286 -0.168 -0.04
H -2.859 -1.982 -0.794 0.10
H -2.349 -1.781 -2.483 0.10
H -2.033 -0.485 -1.292 0.05
H -1.574 -3.768 -2.165 0.14
H -1.620 -3.900 -0.403 0.15
H 0.329 -5.041 -2.083 0.15
H 0.510 -4.853 -0.342 0.14
H 2.420 -4.680 -2.718 0.16
H 2.860 -4.710 -1.005 0.15
H 3.443 -2.518 -3.066 0.13
H 4.627 -3.497 -2.220 0.15
H 5.672 -2.037 -0.691 0.12
H 4.787 -3.327 0.160 0.11
H 4.632 -1.632 0.685 0.05
O 1.980 -2.507 0.970 -0.14
H 1.894 -3.463 0.867 0.10
H 2.409 -2.332 1.820 0.11
O 1.984 -0.790 -2.453 -0.19
H 1.492 -0.826 -3.292 0.05
H 2.842 -0.360 -2.593 0.12
```